one:
The molecule C5H11N. Source: OMol25; level of theory: ωB97M-V with the def2-TZVPD basis set.

CARTESIAN COORDINATES (ANGSTROEM)
1 H 2.31618 -0.57009 0.28878
2 H -1.83450 2.13832 0.07755
3 C 0.18749 0.09705 -0.13029
4 C -0.86460 2.31534 0.54830
5 H 0.84109 1.90961 -0.61489
6 C -0.78852 -0.81630 -0.08440
7 H -0.38928 -2.84567 -0.75926
8 N 0.21032 1.45386 0.02416
9 H 1.86761 0.44124 -1.17949
10 H -0.54227 3.29858 0.24003
11 C -0.47346 -2.25316 0.16745
12 H -1.85680 -0.58895 -0.03035
13 H 0.40704 -2.51558 0.78035
14 C 1.61290 -0.47582 -0.51643
15 H -1.37670 -2.65165 0.72640
16 H 1.58828 -1.31715 -1.19865
17 H -0.90479 2.38037 1.66075

Properties
Multiplicity ... 1
SMILES ... C/C=C(\C)NC

***

two:
The molecule C5H11N. Source: OMol25; level of theory: ωB97M-V with the def2-TZVPD basis set.

CARTESIAN COORDINATES (ANGSTROEM)
1 C -1.14425 -0.03611 -0.90124
2 H 2.59984 -0.75161 1.03191
3 H 1.74252 1.39892 0.48574
4 C -0.20268 0.97838 -0.36652
5 H 1.81672 0.54385 -1.04746
6 H 0.15665 2.79995 0.14835
7 H 0.93070 -0.75014 1.60668
8 C 1.30868 0.56809 -0.08079
9 C 1.55497 -0.70449 0.70939
10 H -0.18463 -0.48595 -1.42632
11 N -0.61047 2.17657 -0.11586
12 H -1.53219 -0.62095 1.16478
13 H -2.81462 -1.02904 0.02966
14 H -1.91173 0.44092 -1.51629
15 H -1.33405 -1.97649 0.03329
16 C -1.72716 -0.96103 0.14376
17 H 1.35171 -1.59086 0.10091

Properties
Multiplicity ... 1
SMILES ... CCC(=N)CC

***

three:
The molecule C5H11N. Source: OMol25; level of theory: ωB97M-V with the def2-TZVPD basis set.

CARTESIAN COORDINATES (ANGSTROEM)
1 C 0.21010 2.32827 0.46508
2 H 1.10117 2.87933 0.15636
3 H 2.09396 0.44982 -0.24239
4 H 0.43333 1.93198 1.45894
5 C 1.45717 -0.33769 0.16993
6 H -1.44825 -2.99520 -0.55433
7 C 0.02486 -0.02980 -0.16730
8 H 0.22291 -2.77224 0.02617
9 H -1.05932 -2.62574 1.14068
10 N -0.22300 1.30697 -0.48262
11 H 1.61250 -0.32108 1.25570
12 H -0.57406 3.06647 0.60821
13 C -0.94382 -0.93837 -0.17616
14 H -1.12463 1.53179 -0.86487
15 C -0.80564 -2.40596 0.10110
16 H -1.96547 -0.59588 -0.27619
17 H 1.72199 -1.32213 -0.19225

Properties
Multiplicity ... 1
SMILES ... C/C=C(\C)NC

***

Out of the structures above, which one is the least stable? Solution: one.